Entry 1:
{
  "formula": "C5H7NO",
  "method": "wB97M-V/def2-TZVPD",
  "e_lumo_ev": 0.599,
  "multiplicity": 1,
  "energy_ha": -324.65917,
  "homo_energy_ha": -0.357,
  "relative_energy_ev": 1.777,
  "orbital_gap_ev": 10.3,
  "smiles": "CC(=O)[C@@H](C)C#N",
  "elements": ["C", "C", "O", "C", "C", "C", "N", "H", "H", "H", "H", "H", "H", "H"],
  "xyz": [[1.86604, -0.83096, 0.33820], [0.95470, 0.08713, -0.40791], [1.08891, 0.79504, -1.35130], [-0.71611, -0.06075, 0.25486], [-1.36851, 1.32906, 0.06972], [-1.35429, -0.99810, -0.65163], [-1.99315, -1.67857, -1.29404], [2.02277, -1.80289, -0.18720], [1.81957, -1.04854, 1.46430], [2.82171, -0.31226, 0.23519], [-0.55187, -0.44012, 1.21850], [-1.35430, 1.91618, 1.03155], [-2.39992, 1.17849, -0.05487], [-0.83556, 1.86629, -0.66538]],
  "mulliken_charge": [-1.143, 0.599, -0.468, 0.054, -1.258, 0.205, -0.439, 0.289, 0.318, 0.364, 0.484, 0.280, 0.362, 0.354]
}


Entry 2:
{
  "formula": "C3H7NS",
  "method": "wB97M-V/def2-TZVPD",
  "e_lumo_ev": 0.077,
  "multiplicity": 1,
  "energy_ha": -571.22963,
  "homo_energy_ha": -0.313,
  "relative_energy_ev": 5.695,
  "orbital_gap_ev": 8.6,
  "elements": ["C", "C", "C", "H", "H", "H", "H", "H", "H", "H", "N", "S"],
  "xyz": [[0.19306, 0.18164, -0.25804], [-1.24786, -0.05103, -0.32125], [0.46728, -1.11474, 0.63307], [-0.10655, 2.40014, 0.15712], [1.93434, 1.44451, -0.72572], [0.58177, -0.38513, -1.17922], [-1.66678, 0.17177, 0.62403], [-1.86596, 0.13058, -1.25268], [0.30995, -0.76082, 1.77305], [1.56400, -1.56437, 0.54680], [0.84307, 1.29218, 0.18255], [-1.00631, -1.74471, -0.17971]],
  "mulliken_charge": [-0.199, -0.463, -0.576, 0.280, 0.300, 0.274, 0.306, 0.307, 0.270, 0.305, -0.653, -0.151]
}


Entry 3:
{
  "formula": "C5H7NO",
  "method": "wB97M-V/def2-TZVPD",
  "e_lumo_ev": 0.404,
  "multiplicity": 1,
  "energy_ha": -324.55943,
  "homo_energy_ha": -0.255,
  "relative_energy_ev": 4.491,
  "orbital_gap_ev": 7.4,
  "elements": ["C", "N", "C", "C", "C", "C", "O", "H", "H", "H", "H", "H", "H", "H"],
  "xyz": [[0.57211, -1.56467, 1.25301], [0.71377, -0.18975, 0.39417], [0.09782, 0.90439, 1.11665], [-0.80958, 1.49668, 0.33019], [-0.80413, 0.84871, -0.97878], [0.12403, -0.12200, -0.91829], [0.63176, -0.99376, -1.79867], [0.62033, -2.30374, 0.43186], [-0.49775, -1.51885, 1.52663], [1.72567, -0.08344, 0.33027], [0.35783, 1.01994, 2.15768], [-1.47080, 2.30313, 0.62203], [-1.43344, 1.09618, -1.82436], [0.17239, -0.89282, -2.64241]],
  "mulliken_charge": [-0.844, 0.133, -0.754, -0.273, -0.504, 0.387, -0.456, 0.184, 0.170, 0.350, 0.447, 0.419, 0.389, 0.353]
}